CH4N3 | the ωB97M-V functional and the def2-TZVPD basis

Calculated values
Energy relative to the best compared isomer or geometry (same formula, charge and spin), kJ/mol: 426.7
Charge: +1
E_tot, eV: -5560.4626
Largest force on an atom, eV Å⁻¹: 4.21

Structure (XYZ):
```
8
Properties=species:S:1:pos:R:3:forces:R:3
C -0.281 0.127 0.273 1.0 1.4 2.1
N 2.914 0.065 -0.309 -1.6 0.1 -0.1
N 2.141 -0.401 0.382 0.4 0.5 -0.5
N -1.122 -0.697 -0.179 2.6 -2.0 -1.5
H -0.754 0.904 0.999 0.8 -0.9 -1.6
H 2.834 0.710 -1.142 0.3 -0.4 0.7
H -2.060 -0.593 -0.205 -4.1 0.8 0.7
H -0.891 -1.540 -0.722 0.6 0.6 0.2
```
Positions in Å, forces in eV/Å.

The natural (NBO) scheme yields these atomic charges, measured in e:
1. C 0.080
2. N -0.156
3. N 0.274
4. N -0.665
5. H 0.188
6. H 0.467
7. H 0.401
8. H 0.411

=====

C5H11NO4 | the ωB97M-V functional and the def2-TZVPD basis

Calculated values
Energy relative to the best compared isomer or geometry (same formula, charge and spin), kJ/mol: 185.5
E_tot, eV: -15042.6789
Largest force on an atom, eV Å⁻¹: 2.80

Structure (XYZ):
```
21
Properties=species:S:1:pos:R:3:forces:R:3
C 2.054 1.238 0.150 0.3 -0.1 -0.7
C 1.412 -0.036 0.624 -0.1 0.4 2.8
O 0.724 -0.851 -1.137 -2.3 0.6 0.2
O 2.015 -0.878 1.290 -0.2 0.6 -1.1
H 0.835 -0.646 -2.073 -0.2 0.2 -0.1
H 2.573 1.026 -0.785 0.2 0.1 0.1
H 2.771 1.583 0.892 0.0 -0.1 0.0
H 1.354 2.049 -0.040 -0.2 -0.2 0.1
C -1.671 -1.451 -0.670 0.0 0.3 0.0
C -0.146 -0.013 0.850 0.2 -0.3 -0.7
C -0.728 -0.279 -0.568 1.9 -1.4 0.0
N -1.151 0.850 -1.240 0.5 0.4 -1.1
O -0.598 1.246 1.310 0.2 -0.3 0.2
O -0.450 -1.010 1.751 0.2 -0.1 0.1
H -0.995 1.085 2.175 0.1 0.0 0.0
H 0.433 -1.425 1.941 -0.4 0.2 0.0
H -2.144 1.019 -1.303 0.2 -0.1 0.0
H -0.581 1.675 -1.101 -0.5 -0.1 0.2
H -2.544 -1.256 -0.048 -0.1 -0.1 0.0
H -1.986 -1.578 -1.704 0.0 0.0 0.0
H -1.178 -2.350 -0.315 -0.1 0.0 0.0
```
Positions in Å, forces in eV/Å.

Atomic partial charges in e from the natural (NBO) method, atoms 1 to 8:
1. C -0.712
2. C 0.623
3. O -0.787
4. O -0.617
5. H 0.483
6. H 0.238
7. H 0.244
8. H 0.219

=====

C15H28O4P2PdS2 | the ωB97M-V functional and the def2-TZVPD basis

Calculated values
Energy relative to the best compared isomer or geometry (same formula, charge and spin), kJ/mol: 0.0
Charge: -2
E_tot, eV: -67928.8142
Largest force on an atom, eV Å⁻¹: 0.45

Structure (XYZ):
```
52
Properties=species:S:1:pos:R:3:forces:R:3
Pd 0.539 -0.044 -0.753 0.0 -0.3 0.4
C -1.114 2.724 -1.229 0.0 0.1 0.1
P -0.562 1.713 0.230 -0.1 0.3 -0.3
C -0.438 3.185 1.380 0.0 -0.1 0.1
C -2.198 1.015 0.740 0.0 0.1 0.1
C -3.035 1.593 1.696 0.0 0.0 -0.1
C -4.235 0.996 2.058 0.0 0.0 0.0
C -4.627 -0.190 1.456 0.0 0.0 0.0
C -3.800 -0.772 0.504 0.0 0.0 0.0
C -2.585 -0.197 0.148 0.0 0.0 0.0
P -1.414 -0.961 -1.082 0.2 0.0 -0.1
C -1.556 -2.741 -0.602 0.0 0.0 0.0
C -2.571 -1.030 -2.536 0.0 0.0 0.0
H -1.810 3.524 -0.952 0.0 0.0 0.0
H -1.576 2.066 -1.963 0.0 0.0 0.0
H -0.223 3.149 -1.695 0.0 0.0 0.0
H -1.293 3.871 1.334 0.0 0.0 0.0
H 0.457 3.724 1.064 0.0 0.0 0.0
H -0.284 2.862 2.412 0.0 0.0 0.0
H -2.746 2.523 2.169 0.0 0.0 0.0
H -4.865 1.460 2.810 0.0 0.0 0.0
H -5.565 -0.662 1.729 0.0 0.0 0.0
H -4.106 -1.703 0.037 0.0 0.0 0.0
H -1.124 -2.862 0.392 0.0 0.0 0.0
H -0.939 -3.305 -1.304 0.0 0.0 0.0
H -2.576 -3.138 -0.617 0.0 0.0 0.0
H -3.522 -1.525 -2.307 0.0 0.0 0.0
H -2.061 -1.567 -3.338 0.0 0.0 0.0
H -2.769 -0.019 -2.893 0.0 0.0 0.0
O 0.330 0.136 -4.225 0.1 -0.1 0.0
H 0.162 -0.098 -3.296 -0.1 0.1 0.0
H 1.299 0.270 -4.198 0.0 0.0 0.0
O 2.372 1.392 -1.659 -0.1 0.1 -0.1
S 3.454 0.682 -2.343 0.0 0.0 0.0
O 3.128 0.358 -3.740 0.0 0.0 0.0
O 4.751 1.335 -2.214 0.0 0.0 0.0
S 3.661 -1.189 -1.336 0.0 0.0 0.0
C 3.986 -2.032 1.698 0.0 0.0 0.0
C 2.845 -1.069 1.327 0.0 0.0 0.0
C 3.329 0.365 1.536 0.0 0.0 0.0
C 1.674 -1.346 2.272 0.0 0.0 0.0
C 2.345 -1.274 -0.122 0.0 -0.1 0.0
H 4.315 -1.887 2.736 0.0 0.0 0.0
H 4.843 -1.873 1.040 0.0 0.0 0.0
H 3.656 -3.070 1.585 0.0 0.0 0.0
H 3.692 0.508 2.564 0.0 0.0 0.0
H 2.515 1.066 1.338 0.0 0.0 0.0
H 4.138 0.601 0.841 0.0 0.0 0.0
H 1.975 -1.219 3.321 0.0 0.0 0.0
H 1.313 -2.373 2.144 0.0 0.0 0.0
H 0.845 -0.670 2.051 0.0 0.0 0.0
H 1.971 -2.303 -0.206 0.0 0.0 0.0
```
Positions in Å, forces in eV/Å.

Atomic partial charges in e from the natural (NBO) method, atoms 1 to 8:
1. Pd 0.130
2. C -0.943
3. P 0.840
4. C -0.971
5. C -0.309
6. C -0.223
7. C -0.231
8. C -0.264

=====

C23H50Br2FeN11O | the ωB97M-V functional and the def2-TZVPD basis

Calculated values
Multiplicity: 2
<S²>: 0.7882
Charge: +2
E_tot, eV: -217560.1483
Largest force on an atom, eV Å⁻¹: 0.20

Structure (XYZ):
```
88
Properties=species:S:1:pos:R:3:forces:R:3
Fe 0.339 0.834 -0.375 0.0 0.0 -0.1
C -3.609 -2.614 0.948 0.0 0.0 0.0
N -2.788 -1.956 -0.062 0.0 0.0 0.0
C -3.232 -2.097 -1.440 0.0 0.0 0.0
C -1.625 -1.311 0.251 0.0 0.0 0.0
N -1.367 -0.099 -0.216 0.0 0.0 0.0
C -2.443 0.666 -0.848 0.0 0.0 0.0
C -2.046 2.127 -0.833 0.1 0.0 0.0
N -0.636 2.264 -1.308 -0.2 0.0 0.1
C -0.094 3.574 -0.845 0.1 -0.1 0.1
C 0.607 3.419 0.513 -0.1 0.1 -0.1
N 0.192 2.159 1.154 0.1 0.0 -0.1
C 0.293 2.145 2.490 -0.1 -0.1 -0.1
N -0.545 1.386 3.235 0.0 0.0 0.1
C -1.907 1.073 2.837 0.1 -0.1 0.0
C -0.185 0.893 4.559 0.0 0.0 0.0
N 1.194 2.897 3.150 0.1 0.1 0.0
C 2.536 3.152 2.631 0.0 0.0 0.0
C 0.881 3.582 4.404 0.0 0.0 0.0
C -0.561 2.127 -2.794 0.0 0.0 0.1
C 0.600 1.212 -3.106 0.1 0.0 -0.1
N 0.502 0.049 -2.226 -0.1 0.0 0.1
C 0.457 -1.161 -2.755 0.1 0.0 0.0
N 0.844 -2.245 -2.035 0.0 0.1 0.0
C 2.023 -2.214 -1.178 0.0 0.0 0.0
C 0.343 -3.581 -2.328 0.0 0.1 0.0
N 0.035 -1.387 -4.031 -0.1 -0.1 0.0
C -1.117 -0.730 -4.622 0.0 0.0 0.0
C 0.759 -2.286 -4.925 0.0 0.0 0.0
N -0.764 -1.954 1.063 0.0 0.0 0.1
C 0.343 -1.301 1.741 -0.1 0.0 0.0
C -0.789 -3.402 1.245 0.0 0.0 0.0
H -4.637 -2.260 0.856 0.0 0.0 0.0
H -3.254 -2.360 1.944 0.0 0.0 0.0
H -3.612 -3.700 0.836 0.0 0.0 0.0
H -3.471 -3.146 -1.627 0.0 0.0 0.0
H -2.429 -1.815 -2.120 0.0 0.0 0.0
H -4.122 -1.502 -1.660 0.0 0.0 0.0
H -3.392 0.533 -0.324 0.0 0.0 0.0
H -2.606 0.344 -1.878 0.0 0.0 0.0
H -2.077 2.525 0.178 0.0 0.0 0.0
H -2.701 2.735 -1.459 0.0 0.0 0.0
H -0.923 4.284 -0.817 0.0 0.0 0.0
H 0.622 3.934 -1.580 0.0 0.0 0.0
H 0.371 4.273 1.150 0.0 0.0 0.0
H 1.677 3.424 0.326 0.0 0.0 0.0
H -2.620 1.565 3.502 0.0 0.0 0.0
H -2.068 -0.007 2.905 0.0 0.0 0.0
H -2.077 1.385 1.817 0.0 0.0 0.0
H 0.883 0.991 4.727 0.0 0.0 0.0
H -0.452 -0.163 4.624 0.0 0.0 0.0
H -0.719 1.423 5.351 0.0 0.0 0.0
H 2.770 2.452 1.833 0.0 0.0 0.0
H 3.244 2.994 3.445 0.0 0.0 0.0
H 2.640 4.180 2.280 0.0 0.0 0.0
H -0.186 3.539 4.607 0.0 0.0 0.0
H 1.168 4.629 4.302 0.0 0.0 0.0
H 1.431 3.155 5.244 0.0 0.0 0.0
H -0.457 3.110 -3.251 0.0 0.0 0.0
H -1.497 1.699 -3.146 0.0 0.0 0.0
H 1.533 1.734 -2.884 0.0 0.0 0.0
H 0.628 0.947 -4.160 0.0 0.0 0.0
H 2.196 -1.221 -0.782 0.0 0.0 0.0
H 2.913 -2.523 -1.733 0.0 0.0 0.0
H 1.879 -2.909 -0.352 0.0 0.0 0.0
H -0.599 -3.521 -2.866 0.0 0.0 0.0
H 0.176 -4.101 -1.385 0.0 0.0 0.0
H 1.051 -4.171 -2.913 0.0 0.0 0.0
H -1.697 -0.229 -3.853 0.0 0.0 0.0
H -1.755 -1.483 -5.091 0.0 0.0 0.0
H -0.838 -0.004 -5.390 0.0 0.0 0.0
H 1.722 -2.547 -4.494 0.0 0.0 0.0
H 0.944 -1.766 -5.865 0.0 0.0 0.0
H 0.199 -3.198 -5.142 0.0 0.0 0.0
H 0.208 -0.225 1.742 0.0 0.0 0.0
H 1.305 -1.567 1.304 0.0 0.0 0.0
H 0.366 -1.616 2.786 0.0 0.0 0.0
H -1.358 -3.880 0.455 0.0 0.0 0.0
H -1.217 -3.675 2.212 0.0 0.0 0.0
H 0.237 -3.771 1.215 0.0 0.0 0.0
Br 4.283 -2.643 1.574 0.0 0.0 0.0
C 4.756 -1.344 2.908 0.0 0.0 0.0
Br 3.257 -0.255 3.462 0.0 0.0 0.0
H 5.505 -0.686 2.491 0.0 0.0 0.0
H 5.116 -1.871 3.781 0.0 0.0 0.0
O 4.108 0.853 -1.794 -0.1 -0.1 0.1
C 3.153 1.022 -1.138 0.0 0.1 0.0
N 2.190 1.208 -0.440 0.0 -0.1 0.1
```
Positions in Å, forces in eV/Å.

Atomic partial charges in e from the Löwdin method, atoms 1 to 8:
1. Fe 0.699
2. C -0.031
3. N -0.152
4. C -0.033
5. C -0.359
6. N 0.010
7. C -0.172
8. C -0.132

=====

C11H31N9O22S | the ωB97M-V functional and the def2-TZVPD basis

Calculated values
Energy relative to the best compared isomer or geometry (same formula, charge and spin), kJ/mol: 0.0
E_tot, eV: -81173.5880
Largest force on an atom, eV Å⁻¹: 3.62

Structure (XYZ):
```
74
Properties=species:S:1:pos:R:3:forces:R:3
C 6.063 2.161 -0.270 -0.7 1.3 1.3
C 4.639 2.696 0.051 -0.7 -2.2 -0.7
O 3.884 1.544 0.671 2.4 0.2 -0.2
S 4.984 0.603 1.405 -0.2 -0.2 -0.1
O 4.822 -0.739 0.856 0.3 2.1 1.6
O 4.965 0.938 2.827 0.2 -1.1 -2.3
O 6.387 1.240 0.793 -1.8 -0.4 0.0
H 6.778 2.971 -0.180 0.2 0.1 0.0
H 6.093 1.769 -1.270 0.1 -0.7 -0.1
H 4.104 2.859 -0.866 -0.2 0.3 -0.4
H 4.494 3.503 0.715 0.5 0.9 0.8
C -0.013 -0.001 -0.229 0.4 -1.2 -2.4
N -0.073 -0.842 -1.493 -0.8 0.1 -1.9
O 0.936 -0.995 -2.196 -1.2 0.2 1.3
O -1.174 -1.321 -1.776 1.3 0.3 0.4
H 0.331 -0.786 0.371 0.2 -0.6 2.0
H -1.020 0.343 -0.073 0.0 0.3 0.3
H 0.805 0.652 -0.430 0.1 1.0 0.2
C -2.588 3.578 -2.263 -0.6 0.8 1.2
N -2.432 2.423 -3.103 0.2 -2.3 -1.9
O -3.033 2.382 -4.195 1.3 0.0 2.1
O -1.712 1.511 -2.654 -1.1 1.3 -1.0
H -2.939 3.165 -1.316 0.3 0.2 0.2
H -3.401 4.195 -2.642 0.5 0.1 -0.3
H -1.615 4.078 -2.124 -0.6 -0.2 -0.2
C -1.944 -1.504 5.117 -1.9 0.8 0.8
N -0.760 -2.320 5.261 2.1 -1.6 0.3
O 0.068 -2.248 4.356 -0.7 0.3 0.2
O -0.586 -3.056 6.228 -0.9 0.9 -0.5
H -1.627 -0.493 4.953 0.4 0.5 0.2
H -2.672 -1.546 5.971 1.1 -0.3 -0.7
H -2.441 -1.741 4.194 -0.1 -0.6 -0.4
C -0.904 -3.835 -0.104 0.9 -0.8 3.4
N -1.975 -3.203 0.759 -0.5 -0.2 -2.3
O -1.635 -2.180 1.333 -1.1 -0.8 0.4
O -3.087 -3.736 0.679 1.3 1.2 1.0
H -0.100 -3.103 -0.114 -0.1 -0.3 -0.4
H -1.274 -4.167 -1.038 -0.5 -0.2 -0.8
H -0.598 -4.692 0.593 -0.2 0.9 -1.4
C 3.894 -0.661 -4.122 0.4 -0.7 1.2
N 3.831 0.682 -3.499 -1.6 2.7 -1.2
O 3.222 1.556 -4.147 0.6 -1.6 0.4
O 4.360 0.969 -2.457 0.7 -1.1 0.7
H 3.018 -0.708 -4.753 0.1 -0.3 -0.2
H 3.926 -1.457 -3.331 -0.2 1.0 -0.7
H 4.847 -0.668 -4.652 -0.2 -0.1 -0.2
C -6.063 -0.611 -0.513 -1.4 1.1 0.6
N -6.133 0.886 -0.660 -0.1 0.8 -0.9
O -5.493 1.375 -1.603 -0.8 -0.6 1.4
O -6.846 1.517 0.109 0.8 -0.5 -0.6
H -6.499 -0.861 0.455 -0.2 -0.1 -0.4
H -5.054 -0.832 -0.530 2.1 -0.6 -0.1
H -6.533 -1.037 -1.387 -0.3 -0.1 0.0
C 3.102 -0.926 4.159 -0.4 -0.9 1.3
N 1.977 -0.053 3.849 -0.8 2.0 1.0
O 1.804 0.083 2.664 -0.9 0.4 -0.8
O 1.304 0.544 4.720 1.3 -1.4 -1.2
H 3.919 -0.389 4.632 -0.3 0.1 0.1
H 3.381 -1.298 3.198 0.4 -0.5 -0.2
H 2.668 -1.700 4.810 0.5 0.2 -0.2
C -0.436 2.553 2.760 -2.4 -1.3 1.4
N -1.238 2.673 1.539 -1.4 -1.1 -0.6
O -2.381 2.195 1.532 1.3 0.8 0.0
O -0.657 3.091 0.559 -0.3 0.3 -0.1
H 0.308 3.281 2.648 1.3 0.6 0.3
H -0.119 1.494 2.718 0.4 0.7 0.3
H -1.130 2.674 3.663 1.1 0.0 -1.4
C -2.266 -1.479 -4.709 0.1 0.5 -0.5
N -2.538 -2.798 -4.111 -0.3 0.6 -0.5
O -3.668 -3.085 -3.802 -0.8 0.0 0.2
O -1.597 -3.518 -3.995 1.5 -1.4 0.3
H -1.282 -1.160 -4.339 -0.5 0.0 -0.3
H -3.082 -0.856 -4.389 0.0 0.5 0.1
H -2.294 -1.574 -5.815 0.1 -0.1 0.8
```
Positions in Å, forces in eV/Å.

Atomic partial charges in e from the Löwdin method, atoms 1 to 8:
1. C -0.150
2. C -0.093
3. O -0.225
4. S 0.687
5. O -0.250
6. O -0.261
7. O -0.194
8. H 0.130

=====

C29H35BBr2N10PV | the ωB97M-V functional and the def2-TZVPD basis

Calculated values
Energy relative to the best compared isomer or geometry (same formula, charge and spin), kJ/mol: 23.5
Multiplicity: 4
<S²>: 3.7644
Charge: +3
E_tot, eV: -221257.6154
Largest force on an atom, eV Å⁻¹: 4.36

Structure (XYZ):
```
79
Properties=species:S:1:pos:R:3:forces:R:3
V -0.859 0.309 0.145 0.1 -0.6 -1.8
C -1.053 2.955 -2.426 -0.1 -0.2 0.2
C -0.030 1.869 -2.487 1.4 0.1 -0.9
C 0.849 1.591 -3.563 -0.5 0.4 0.0
C 1.642 0.525 -3.192 -0.7 0.4 0.1
N 1.308 0.174 -1.927 -0.9 1.0 -0.3
N 0.264 1.056 -1.479 1.3 -0.8 0.0
B 1.218 -1.269 -1.347 0.9 -0.6 -1.4
N 1.593 -1.024 0.122 0.5 -0.1 2.6
C 2.543 -1.627 0.908 -1.3 1.2 -0.4
C 2.436 -1.121 2.202 -0.5 0.3 -0.3
C 1.354 -0.215 2.183 0.5 -1.1 0.6
C 0.669 0.418 3.372 0.7 0.6 -1.0
N 0.884 -0.112 0.928 0.8 -1.4 -0.1
N -0.207 -1.781 -1.673 -1.8 0.4 0.0
C -0.679 -2.862 -2.390 0.3 1.2 1.0
C -2.029 -2.701 -2.574 0.1 0.6 0.4
C -2.399 -1.470 -1.959 0.2 -1.4 -0.7
C -3.774 -0.884 -1.879 0.5 0.5 0.1
N -1.307 -0.908 -1.464 0.7 -1.0 1.1
N 2.143 -2.315 -1.930 0.8 -0.5 -0.1
C 3.360 -2.275 -2.561 0.4 1.4 0.2
C 3.952 -3.498 -2.492 -0.7 -0.6 0.6
C 3.018 -4.328 -1.787 -0.6 1.9 -0.6
C 3.116 -5.764 -1.450 0.4 -0.2 0.1
N 1.932 -3.601 -1.466 0.7 -0.4 0.1
H -1.276 3.277 -3.441 -0.1 0.1 0.1
H -1.978 2.579 -1.965 0.1 0.2 -0.1
H -0.706 3.838 -1.866 -0.1 -0.3 -0.2
H 0.868 2.109 -4.507 0.0 0.0 -0.1
H 2.401 0.033 -3.812 -0.5 0.0 0.6
H 3.235 -2.349 0.510 -0.1 -0.1 -0.2
H 3.033 -1.429 3.051 -0.1 0.2 -0.1
H 1.226 0.164 4.268 -0.1 0.1 0.1
H 0.666 1.512 3.234 -0.1 -0.3 0.3
H -0.357 0.082 3.449 -0.2 -0.2 0.1
H -0.013 -3.669 -2.670 -0.1 0.3 0.0
H -2.633 -3.405 -3.097 -0.5 -0.1 -0.2
H -4.353 -1.404 -1.125 -0.2 -0.2 0.2
H -3.737 0.194 -1.599 -0.1 -0.7 -0.4
H -4.270 -1.051 -2.842 0.0 0.4 0.3
H 3.792 -1.329 -2.932 -0.4 -0.8 0.2
H 4.920 -3.798 -2.834 0.2 0.0 -0.3
H 3.941 -6.267 -1.985 -0.6 0.3 0.1
H 3.334 -5.850 -0.386 -0.1 -0.2 0.1
H 2.159 -6.239 -1.650 0.1 -0.3 0.0
Br -4.743 -4.067 3.565 0.4 1.0 -0.6
C -3.660 -2.778 2.662 0.7 -0.9 0.1
C -2.471 -3.236 2.055 -0.4 -0.7 0.6
C -1.593 -2.340 1.506 0.1 0.7 0.0
N -1.823 -1.012 1.459 -1.2 -0.5 0.0
C -2.991 -0.558 1.988 0.3 -1.7 0.5
C -3.900 -1.411 2.642 -0.5 0.8 -0.5
C -3.110 0.884 1.902 0.1 0.8 0.1
C -4.030 1.620 2.645 0.3 -0.5 0.0
C -3.971 3.002 2.629 -0.1 1.0 -0.2
Br -5.122 4.092 3.706 0.8 -0.9 -0.8
C -3.018 3.600 1.775 0.0 0.6 0.2
C -2.123 2.806 1.067 0.1 0.9 0.0
N -2.131 1.457 1.125 -1.4 1.0 0.9
H -2.201 -4.300 2.083 -0.2 0.5 -0.1
H -0.639 -2.651 1.123 0.3 -0.3 -0.3
H -4.835 -0.991 3.032 0.5 -0.3 0.0
H -4.718 1.102 3.300 0.0 0.1 -0.1
H -2.981 4.704 1.724 0.1 -0.8 -0.1
H -1.326 3.274 0.448 -0.8 -0.4 0.4
C 2.497 3.457 2.373 -0.7 -0.6 0.4
P 1.664 3.123 0.754 3.5 2.6 -0.2
C 1.368 4.857 0.180 -1.6 -0.3 0.1
C 3.167 2.797 -0.249 -0.4 -1.5 -0.9
H 3.372 4.090 2.201 0.0 -0.1 -0.5
H 2.843 2.530 2.821 0.0 -0.1 0.1
H 1.870 4.004 3.068 -0.3 -0.1 0.1
H 2.289 5.448 0.302 -0.1 -0.4 0.1
H 0.550 5.307 0.761 0.3 0.0 -0.1
H 1.064 4.854 -0.867 0.1 0.1 0.0
H 3.850 3.646 -0.189 -0.3 0.2 0.3
H 2.956 2.634 -1.323 -0.1 0.1 0.5
H 3.698 1.915 0.115 -0.1 0.0 0.0
```
Positions in Å, forces in eV/Å.

Atomic partial charges in e from the Löwdin method, atoms 1 to 8:
1. V 1.021
2. C 0.002
3. C -0.323
4. C 0.026
5. C -0.009
6. N 0.062
7. N -0.032
8. B -0.718